Record 1
Density functional theory data (wB97M-V/def2-TZVPD) for a molecular structure, C6H15N2 at a distorted geometry.

Cartesian coordinates (Å):
1 H 1.01960 0.40332 1.30250
2 C 1.08937 0.23603 -1.96625
3 H -1.41722 -0.58238 -1.59328
4 C 2.21065 0.71995 -1.41218
5 H -1.97392 -2.04686 2.05376
6 C -0.00073 0.67315 1.65131
7 H 1.23874 -1.71315 -1.10467
8 C -0.61676 1.85130 0.89877
9 H 2.74046 0.16810 -0.65649
10 H 2.73018 1.62263 -1.71816
11 H -1.73856 1.84924 1.06345
12 H -0.10460 2.80115 1.24804
13 H 0.54414 0.86098 -2.66093
14 H -1.17711 -2.10348 -1.23378
15 H 0.41401 -1.62499 -2.72177
16 H -1.32513 -0.86282 3.35468
17 H -0.45330 1.83979 -0.23532
18 H -0.80951 -0.86701 0.14568
19 N -0.72531 -0.59352 1.37494
20 N -0.82202 -1.17798 -1.09506
21 C 0.53058 -1.13473 -1.73576
22 H -0.02976 0.88885 2.73552
23 C -1.32380 -1.20756 2.30501

Net charge = +1
HOMO-LUMO gap = 10.37 eV
2S+1 = 1

Record 2
Density functional theory data (wB97M-V/def2-TZVPD) for 2 unconnected molecules or ions with the total composition C6H15N2 at a distorted geometry.

Cartesian coordinates (Å):
1 H 1.28677 0.75889 -2.31057
2 C -0.33194 0.79966 0.55796
3 H 2.70006 0.11374 0.21674
4 N -2.32242 -1.74232 1.95599
5 H -2.56757 -0.18861 -0.98000
6 H -3.05024 -2.26632 2.48843
7 H 1.30341 1.20318 1.69448
8 H 1.57075 1.82153 -0.91577
9 C 0.12074 0.25780 -0.64063
10 H -0.15665 1.98271 2.29714
11 C 2.60991 -0.01421 -0.83871
12 H 2.46238 -1.09936 -0.84518
13 H 3.55349 0.31241 -1.24154
14 H -0.08461 -1.59249 -1.89561
15 H -1.89485 -2.23742 1.18720
16 C -0.52086 -0.67761 -1.45055
17 H 0.62142 2.75664 0.89589
18 C 1.41971 0.75509 -1.18949
19 H -1.24308 0.34118 1.00492
20 C 0.39638 1.88465 1.45048
21 H -2.32312 -0.75068 -2.49712
22 H -1.54114 -1.57806 2.61130
23 N -2.00854 -0.84040 -1.55535

Net charge = +1
HOMO-LUMO gap = 7.33 eV
2S+1 = 1

Record 3
Density functional theory data (wB97M-V/def2-TZVPD) for 2 unconnected molecules or ions with the total composition C6H15N2O at a distorted geometry.

Cartesian coordinates (Å):
1 H 0.23943 1.89119 -3.19249
2 H 1.97032 -0.49538 0.83117
3 N 0.68845 0.27125 -1.10724
4 H 0.92384 -0.04721 -2.91693
5 O -0.24971 -0.80074 2.50528
6 H -2.13793 1.47089 -0.26105
7 C -1.14856 1.22117 0.05793
8 H -1.65963 -2.05519 3.31489
9 H -0.34776 -2.35617 1.25343
10 H 0.04064 -2.30895 3.87986
11 C -0.75457 -1.58306 3.55456
12 H -1.17883 0.41287 0.70509
13 C 1.66763 0.25481 -2.16181
14 C 1.10259 -1.16939 0.53055
15 C -0.66230 1.78010 -2.47992
16 H 2.14378 1.30417 -2.24389
17 H -1.51181 1.21189 -2.89540
18 H 1.16933 -1.88172 -0.22594
19 H -0.75207 2.08959 0.49467
20 H 2.43762 -0.52351 -1.89826
21 N 0.22623 -1.56731 1.43427
22 H -0.98159 2.77601 -2.29462
23 H -0.90610 -0.91015 4.29934
24 C -0.31899 1.01485 -1.18348

Net charge = +1
HOMO-LUMO gap = 9.85 eV
2S+1 = 1

Record 4
Density functional theory data (wB97M-V/def2-TZVPD) for 2 unconnected molecules or ions with the total composition C6H15N2O2 at a distorted geometry.

Cartesian coordinates (Å):
1 H -3.38786 1.36400 -1.00606
2 C -3.40924 0.41663 -0.59547
3 H 5.90827 -0.81112 -1.01446
4 O 0.09667 0.37893 0.16156
5 H 1.46099 1.21181 -0.02225
6 N 3.10734 0.27627 0.08241
7 C -1.83153 -1.52298 0.08246
8 H -1.39321 -1.96594 -0.71613
9 H -1.14066 1.82585 -0.42662
10 H -2.86338 -1.99083 0.23539
11 H 2.40501 -0.41635 -0.13404
12 H -4.52883 -0.32536 1.11941
13 H 4.72637 -1.91117 -0.26270
14 O 2.41303 1.43434 0.28711
15 H 5.73870 -0.78596 0.79327
16 H -1.31187 -1.41928 1.03308
17 N -2.06667 -0.07376 -0.29145
18 C -1.04838 0.74980 -0.24826
19 C 4.38532 0.25855 0.00240
20 H -5.19561 1.27479 0.45433
21 H 4.81904 1.29957 -0.11358
22 H -3.89661 1.23504 1.45560
23 C -4.28137 0.67642 0.67057
24 H -3.93825 -0.26080 -1.33484
25 C 5.23271 -0.91844 -0.21174

Net charge = +1
HOMO-LUMO gap = 9.46 eV
2S+1 = 1

Record 5
Density functional theory data (wB97M-V/def2-TZVPD) for a single C6H15N2PS molecule at a distorted geometry.

Cartesian coordinates (Å):
1 H 1.34026 -1.90958 2.54433
2 H -1.11543 -1.68882 0.29621
3 P 1.10913 0.39848 -0.15736
4 C 0.16437 -0.38031 -2.71932
5 H -1.44786 -1.89929 -1.40307
6 H 1.42635 -2.25217 -1.01808
7 H -0.76043 0.51670 2.76628
8 S 0.41150 -3.16993 -0.62056
9 C 1.19205 -0.78649 2.56644
10 C -0.62484 -1.74308 -0.71328
11 H -0.44743 0.46233 -2.94785
12 H 1.17118 -0.15071 -3.08790
13 H 0.71213 2.35872 -1.21395
14 H -0.85629 -1.26875 2.50217
15 H -1.43053 2.74009 0.99086
16 H -1.62285 1.24573 0.02973
17 H 2.01114 -0.31370 3.13675
18 H 0.87333 2.79447 0.51339
19 N 0.67423 -0.36108 1.28254
20 H -0.27445 -1.20855 -3.19315
21 C -0.26162 -0.35570 2.44426
22 C -1.13960 2.33318 0.05625
23 C 0.29574 2.14909 -0.21287
24 N 0.12483 -0.53968 -1.19153
25 H -1.52488 3.02906 -0.65031

Structure (SMILES) = CCP(N(C)CS)N1CC1
Net charge = 0
HOMO-LUMO gap = 8.49 eV
2S+1 = 1

Record 6
Density functional theory data (wB97M-V/def2-TZVPD) for 2 unconnected molecules or ions with the total composition C6H15N3 at a distorted geometry.

Cartesian coordinates (Å):
1 H 3.18525 -0.47688 0.50065
2 H 0.39503 0.02149 1.82204
3 H -3.27286 0.12738 0.99293
4 H -1.57993 2.21293 -0.50205
5 H -1.66489 2.21180 1.26564
6 C 2.04257 0.74144 -0.57607
7 H -0.52956 0.26678 -1.56742
8 H 1.93188 -1.36121 -2.04301
9 H -0.43924 -1.20352 -0.84440
10 C -1.13527 1.80571 0.40249
11 C -2.63310 -0.19386 0.17380
12 C -1.19350 0.28802 0.39691
13 C -0.64198 -0.27924 1.70512
14 H -0.07972 2.12378 0.41197
15 C 2.74766 -1.43150 -1.32560
16 N 1.80760 1.86943 -0.70144
17 H -0.69009 -1.36698 1.70186
18 N 2.54427 -0.45045 -0.28266
19 N -0.29280 -0.21261 -0.70333
20 H 2.73175 -2.43196 -0.88165
21 H -3.03589 0.21577 -0.75081
22 H -1.21458 0.09348 2.55107
23 H -2.67310 -1.28320 0.11664
24 H 3.69050 -1.28663 -1.86269

Structure (SMILES) = CC(C)(C)N.CNC#N
Net charge = 0
HOMO-LUMO gap = 9.69 eV
2S+1 = 1

Record 7
Density functional theory data (wB97M-V/def2-TZVPD) for 2 unconnected molecules or ions with the total composition C6H15N3 at a distorted geometry.

Cartesian coordinates (Å):
1 H 1.09043 -1.09586 -2.40285
2 H 2.48167 1.41566 -2.22829
3 C 1.37745 -1.12780 1.01647
4 H 0.67752 -1.34070 1.82004
5 N -2.29843 -0.32644 1.50161
6 C -2.41616 0.39780 0.42418
7 C 1.36242 0.35131 -0.83697
8 H 0.59723 0.94083 1.09694
9 H -3.56603 1.61390 -0.73330
10 H 0.90070 1.90754 -2.19011
11 C 1.15041 -0.84606 -1.35901
12 N -3.47947 1.08701 0.12490
13 H 2.35639 -1.44959 1.36479
14 H 1.71596 -2.69473 -0.48301
15 C 1.02265 -1.87617 -0.28892
16 H -3.05479 -0.40032 2.17544
17 H 2.34872 0.83352 1.01723
18 H 0.02429 -2.31566 -0.28229
19 N 1.68058 1.58362 -1.60020
20 H -1.58142 0.40545 -0.27236
21 H -1.46797 -0.87057 1.69568
22 C 1.42527 0.37558 0.66096
23 H 1.94537 2.34062 -0.95413
24 H -4.29280 1.09107 0.73319

Net charge = +2
⟨S²⟩ = 2.007
HOMO-LUMO gap (spin up / spin down) = 6.15 / 9.19 eV
2S+1 = 3

Record 8
Density functional theory data (wB97M-V/def2-TZVPD) for a gas-phase ion, C6H15N6O (charge +1) at a distorted geometry.

Cartesian coordinates (Å):
1 H 1.37315 -1.44105 -0.34632
2 H 2.17698 0.92722 3.18080
3 H 0.53169 0.62955 3.72400
4 C 1.29066 0.43013 2.97348
5 C 0.72216 0.63786 1.63403
6 H 1.34899 0.91879 -0.38239
7 N -0.88305 -0.72992 0.29239
8 H 2.55353 0.16510 0.66881
9 C -1.39051 1.76557 -2.07751
10 H 0.88953 -2.40015 -1.68569
11 H 2.01465 1.91397 0.66008
12 N 0.03038 -0.71106 1.30601
13 H 1.49771 -0.63318 3.03948
14 H -3.27370 -1.73305 -3.75589
15 O -1.82727 2.87785 -1.44782
16 N 0.66630 -1.74072 -1.01921
17 C -0.53228 -1.25950 -0.99773
18 C 1.77534 0.90128 0.58633
19 H -0.41676 -0.98183 2.19178
20 H -2.76355 2.98353 -1.07936
21 H -3.68586 0.05559 -3.54444
22 N -3.15953 -0.82416 -3.46389
23 H 0.00206 1.49051 1.53558
24 C -2.09820 -0.49855 -2.66247
25 H -0.30092 1.81480 -2.23761
26 H -1.60411 -0.02427 0.26628
27 N -2.18020 0.78449 -2.28615
28 N -1.35409 -1.41031 -2.04908

Net charge = +1
⟨S²⟩ = 2.020
HOMO-LUMO gap (spin up / spin down) = 6.11 / 6.03 eV
2S+1 = 3

Record 9
Density functional theory data (wB97M-V/def2-TZVPD) for 2 unconnected molecules or ions with the total composition C6H15NO at a distorted geometry.

Cartesian coordinates (Å):
1 C -0.85625 -2.05996 0.69358
2 H -1.35407 1.57222 1.03791
3 H -1.15025 3.00575 -0.04987
4 H 1.48758 -0.18969 -0.61453
5 H 1.92944 0.80854 3.52245
6 C 0.53068 -0.06976 -0.11221
7 H 0.48884 0.83265 3.13371
8 H 0.70402 -0.07575 0.95224
9 C -0.55038 -1.14041 -0.49505
10 H 1.70115 1.94707 -1.77436
11 H -0.74588 -1.48009 1.61494
12 H -0.14394 -2.86861 0.87321
13 H 0.26537 2.85890 -2.03580
14 H 0.52789 -2.61856 -1.40594
15 N -0.04168 -1.84177 -1.67936
16 H -1.46097 -0.59688 -0.69013
17 H 0.40549 1.17388 -2.60997
18 C 0.04681 1.31429 -0.51244
19 C 0.61697 1.86090 -1.78416
20 C -0.90690 1.97208 0.13020
21 H -0.78578 -2.21327 -2.25894
22 O 1.18231 0.20918 3.40964
23 H -1.89048 -2.40073 0.65490

Structure (SMILES) = C=C(C)C[C@H](C)N.O
Net charge = 0
HOMO-LUMO gap = 9.64 eV
2S+1 = 1

Record 10
Density functional theory data (wB97M-V/def2-TZVPD) for a single C6H15NO molecule at a distorted geometry.

Cartesian coordinates (Å):
1 C 2.06432 0.43475 -0.49611
2 H -2.59285 -0.96878 -0.51096
3 H 2.25097 -0.12283 -1.39831
4 H 0.37755 2.70911 -2.24782
5 H -3.08986 -2.53703 0.33078
6 H -1.76611 0.91497 1.09257
7 H -1.07916 -1.97201 1.97937
8 H 0.41606 1.21719 -2.84462
9 C -0.97492 0.06374 1.17444
10 C -1.66027 -1.27663 1.41814
11 N 0.28643 1.73458 -1.97809
12 C -2.24374 -1.85096 0.20736
13 H 0.66638 2.05471 -0.01277
14 C 0.63661 1.14336 -0.69510
15 C -0.28674 0.06028 -0.16755
16 H -1.07148 -0.20632 -0.91071
17 H -1.74476 -2.72110 -0.31205
18 H 1.85728 -1.07342 0.84115
19 H -0.22455 0.19008 1.81348
20 H 2.73244 1.37387 -0.60922
21 O 2.27627 -0.08812 0.71881
22 H 0.18162 -0.89076 -0.08965
23 H -2.34028 -0.85199 2.32786

Structure (SMILES) = CCCC[C@H](N)CO
Net charge = 0
HOMO-LUMO gap = 9.35 eV
2S+1 = 1

Record 11
Density functional theory data (wB97M-V/def2-TZVPD) for 2 unconnected molecules or ions with the total composition C6H15NO.

Cartesian coordinates (Å):
1 H -3.21256 -0.60340 1.20737
2 C 1.74542 0.72493 0.22050
3 C -2.93123 -1.48757 0.63626
4 H 3.12353 2.18623 -0.54597
5 H 1.61979 2.88599 0.07274
6 H 1.63126 2.04545 -1.48439
7 C -3.19419 -1.51052 -1.83537
8 H -2.07681 -1.94490 1.13733
9 H 1.72387 1.58757 2.21178
10 C 2.04925 2.05329 -0.48002
11 O 0.34124 0.44772 0.15781
12 C -2.55985 -1.10039 -0.75489
13 H -4.06581 -2.16380 -1.76795
14 H -0.13942 1.16626 0.58491
15 H -2.88910 -1.22219 -2.83419
16 N 2.45127 -0.32968 -0.45550
17 H 3.28309 0.90968 1.71284
18 C 2.20669 0.76972 1.68098
19 H -1.68516 -0.46024 -0.83893
20 H 1.95723 -0.16538 2.17649
21 H -3.76560 -2.18732 0.64423
22 H 2.23373 -1.22263 -0.02409
23 H 2.15337 -0.37890 -1.42194

Structure (SMILES) = CC(C)(N)O.C=CC
Net charge = 0
HOMO-LUMO gap = 10.25 eV
2S+1 = 1

Record 12
Density functional theory data (wB97M-V/def2-TZVPD) for a molecular structure, C6H15NO at a distorted geometry.

Cartesian coordinates (Å):
1 H -1.81777 -1.29310 0.59628
2 H -1.14595 2.36197 -0.09737
3 H 0.85713 1.39237 0.54693
4 C 0.18092 -0.60197 0.01606
5 C -0.95264 -1.60457 0.01002
6 O -0.14621 -0.01793 2.15831
7 H -1.17653 0.83007 -2.44707
8 N -1.20747 1.43438 0.28906
9 H 1.13876 -1.02376 0.30958
10 H 0.18194 1.95982 -2.10285
11 C 0.61251 -0.12795 -1.68303
12 H 1.05346 0.20549 3.81767
13 H 1.17684 -1.36681 3.00135
14 H 0.19922 0.92594 -3.51077
15 H 1.69456 0.02755 -1.69098
16 H -0.61973 -2.53859 0.46830
17 C -0.09121 0.96276 -2.45427
18 H 1.94450 0.06530 2.29077
19 H 0.44014 -1.09237 -2.16597
20 H -1.30238 -1.83489 -1.00042
21 C 1.04390 -0.28608 2.83299
22 C -0.02138 0.75437 0.50326
23 H -2.04261 0.86801 0.31210

Net charge = 0
HOMO-LUMO gap = 8.97 eV
2S+1 = 1